Formula: CHFINO
Source: OMol25
Level of theory: ωB97M-V with the def2-TZVPD basis set

## Properties
HOMO energy (spin up / spin down): -8.63 / -8.91 eV
lowest unoccupied orbital energy (spin up / spin down): -0.674 / -0.961 eV
E: -566.05966 Eh

Last columns: bonded neighbours and bond lengths (Å).
Geometry (Å):
1 C -0.330 0.526 0.144  F4 1.505, I5 1.994, H6 1.183
2 N 0.114 -1.465 -0.458  O3 1.157
3 O 1.034 -1.712 0.199  N2 1.157
4 F -1.610 1.005 0.773  C1 1.505
5 I 1.499 1.302 0.304  C1 1.994
6 H -0.707 0.345 -0.962  C1 1.183